Record 1
A molecular structure, C11H10ClNSTi. Source: the Open Molecules 2025 dataset; level of theory: ωB97M-V/def2-TZVPD.

```
25
Properties=species:S:1:pos:R:3
C 0.94505 -0.33606 2.17375
C 1.87438 -0.70208 1.11678
C 1.27692 -1.80421 0.37962
H 2.84166 -0.24715 0.92485
C -0.01615 -2.08813 0.97367
C -0.19692 -1.18051 2.08596
H -1.04503 -1.18353 2.76510
H 1.13333 0.41307 2.93341
H 1.73060 -2.33163 -0.45458
H -0.71263 -2.85635 0.65096
Ti 0.05672 0.08078 0.04711
Cl 0.51276 2.42505 1.00178
C -0.76532 1.27336 -1.82157
C -1.19830 -0.08035 -2.03174
C -0.03334 -0.91423 -2.13274
H -2.22683 -0.41370 -2.11252
C 1.14283 -0.05988 -2.00552
C 0.68602 1.29106 -1.81649
H 1.31462 2.16396 -1.70963
H -1.40358 2.14774 -1.72991
H -0.02576 -1.98842 -2.30130
H 2.18163 -0.37873 -2.05068
S -1.80005 1.19636 0.99936
C -2.74842 2.41097 1.78926
N -3.52420 3.16260 2.32506
```

The calculation puts the energy above the lowest of the compared OMol25 structures with the same formula, charge and spin at 2.261 eV. As for the charge: 0. The value obtained for the frontier orbital gap (spin up / spin down) is 5.9 / 6.9 eV.


Record 2
A molecular structure, C11H10CrN2O4. Source: the Open Molecules 2025 dataset; level of theory: ωB97M-V/def2-TZVPD.

```
28
Properties=species:S:1:pos:R:3
Cr 0.05141 0.18995 -0.61472
O -0.04362 3.25453 -0.71087
C -0.00779 2.09051 -0.72803
C 0.23361 -1.72193 -1.01672
O 0.44435 -2.86003 -1.13921
C 1.92009 0.25049 -1.05296
O 3.06070 0.30435 -1.27647
C -1.79721 0.39244 -1.10178
O -2.88118 0.64875 -1.46448
C 0.05948 1.10987 -3.93567
H -0.82871 1.63285 -3.58130
H 0.94675 1.62403 -3.56552
C 0.05233 -0.22899 -4.01697
H 0.93982 -0.79394 -3.75270
H -0.83224 -0.78208 -3.71683
N -1.62160 -1.68671 1.13569
C -0.75556 -0.89956 1.90231
C -0.56034 -1.02712 3.27251
C 0.47113 -0.26368 3.81594
C 1.29715 0.64895 3.14464
C 1.06654 0.79764 1.79842
N 0.07408 -0.01006 1.32638
H -2.04935 -1.24909 0.27749
H -2.34814 -2.07191 1.69790
H -1.23113 -1.70637 3.76814
H 0.64799 -0.37296 4.86511
H 2.08768 1.24697 3.57372
H 1.60376 1.48310 1.09600
```

The calculation puts the energy above the lowest of the compared OMol25 structures with the same formula, charge and spin at 2.732 eV. As for the charge: +3. Its spin multiplicity is 4. Its expectation value of S² is 3.828. The value obtained for the frontier orbital gap (spin up / spin down) is 6.7 / 4.7 eV.


Record 3
A molecular structure, C11H10F5N2O2TcTe2. Source: the Open Molecules 2025 dataset; level of theory: ωB97M-V/def2-TZVPD.

```
33
Properties=species:S:1:pos:R:3
Tc 1.26010 -1.24065 -0.48390
O 0.44692 0.05580 -2.00633
N 0.39775 1.37834 -1.87968
C 1.54193 2.13204 -1.79199
C 1.48155 3.48123 -1.63991
C 0.23828 4.14146 -1.56133
C -0.91803 3.34607 -1.65172
C -0.82931 1.99846 -1.81268
H 2.46884 1.58561 -1.87765
H 2.40283 4.04738 -1.59406
H 0.18426 5.20581 -1.40423
H -1.89868 3.79498 -1.58923
H -1.67387 1.33221 -1.87388
Te 0.78925 -3.34911 -1.93178
N -0.23072 -1.06260 0.41991
C -1.31688 -0.73750 1.09559
C -2.42096 -1.62480 1.13105
C -3.58016 -1.28568 1.78013
C -3.69166 -0.07378 2.45205
C -2.61310 0.80341 2.45359
C -1.44348 0.48784 1.80042
H -2.31373 -2.57165 0.62742
H -4.41602 -1.97678 1.78129
H -4.60431 0.17090 2.97880
H -2.70860 1.74508 2.98383
H -0.60122 1.16860 1.79732
F 5.02321 -4.77053 -0.36176
Te 3.28466 -3.48568 -0.03548
F 4.78471 -2.14136 0.45583
F 2.20242 -5.22750 0.29091
F 2.86017 -0.90803 -1.20095
F 3.79793 -4.06192 1.76283
O 2.09592 -2.35765 0.88557
```

As for the charge: -2. The value obtained for the frontier orbital gap is 3.4 eV.


Record 4
A single C11H10N2O3 molecule. Source: the Open Molecules 2025 dataset; level of theory: ωB97M-V/def2-TZVPD.

```
26
Properties=species:S:1:pos:R:3
O -2.59699 -0.64166 -1.96784
C -1.72193 -0.94527 -1.14564
N -1.73123 -0.33275 0.08886
C -0.60885 -0.49352 1.06384
C 0.14170 0.83030 1.10042
C 0.46437 1.38792 2.32430
C 1.27194 2.51663 2.35671
C 1.75762 3.10880 1.21269
C 1.42676 2.57223 -0.05783
C 0.61641 1.43173 -0.07763
C 0.41661 -1.59433 0.68475
O 1.40513 -1.95226 1.32018
N 0.35377 -2.22414 -0.55536
C -0.69014 -1.96739 -1.42910
C -0.74509 -2.67301 -2.61056
O -1.72796 -2.50499 -3.55384
H -2.28369 0.48406 0.08225
H -1.00624 -0.70130 2.07444
H 0.11631 0.94162 3.25511
H 1.60001 2.85663 3.33262
H 2.49623 3.90324 1.28323
H 1.78408 3.02422 -0.98871
H 0.40245 0.96184 -1.03147
H 1.10842 -2.82525 -0.81458
H 0.02041 -3.39579 -2.77601
H -2.27013 -1.76756 -3.17082
```

The calculation puts the energy above the lowest of the compared OMol25 structures with the same formula, charge and spin at 0.000 eV. As for the charge: 0. The value obtained for the frontier orbital gap is 8.9 eV. As for the SMILES: O=C1N[C@H](c2ccccc2)C(=O)N/C1=C/O.


Record 5
A molecular structure, C11H10N5O2RhS. Source: the Open Molecules 2025 dataset; level of theory: ωB97M-V/def2-TZVPD.

```
30
Properties=species:S:1:pos:R:3
Rh 0.23599 0.03277 0.05115
N -0.35202 4.20775 0.51421
C 0.03496 4.08062 1.83224
C 0.21491 4.98280 2.86013
C 0.63316 4.46907 4.09188
C 0.84375 3.09479 4.29892
C 0.66379 2.18823 3.28193
C 0.26688 2.68637 2.02631
N 0.02603 2.04191 0.86155
C -0.33641 2.98285 -0.03773
C -0.65111 2.59288 -1.37990
C -1.06460 3.35052 -2.45548
S -1.33458 2.37378 -3.81876
C -0.88334 0.99248 -2.89839
N -0.55831 1.24795 -1.66651
H -0.61198 5.07188 0.05851
H 0.04475 6.03894 2.72380
H 0.79795 5.15305 4.91054
H 1.15146 2.75844 5.27794
H 0.81859 1.12833 3.41092
H -1.21293 4.41299 -2.49629
H -0.87813 0.00345 -3.32207
N -1.02617 -1.92654 0.88112
N -0.04759 -2.90323 1.09758
C 1.26111 -2.70509 0.59298
O 2.02733 -3.62516 0.59340
O 1.45055 -1.50224 0.17882
H -1.47679 -1.68771 1.77249
H -1.74352 -2.22959 0.21119
H -0.32401 -3.87645 1.20113
```

The calculation puts the energy above the lowest of the compared OMol25 structures with the same formula, charge and spin at 0.000 eV. As for the charge: +2. Its spin multiplicity is 5. Its expectation value of S² is 6.035. The value obtained for the frontier orbital gap (spin up / spin down) is 7.0 / 3.9 eV.


Record 6
A single C11H10O3S molecule. Source: the Open Molecules 2025 dataset; level of theory: ωB97M-V/def2-TZVPD.

```
25
Properties=species:S:1:pos:R:3
O 1.15785 -1.52260 1.01470
C 1.59479 -0.48670 0.59820
C 3.05825 -0.09834 0.47394
C 3.12464 1.43304 0.38628
C 1.73034 1.84270 -0.02228
O 1.22287 1.15628 -1.13095
C 0.79462 0.70232 0.12417
O -0.51313 0.91308 0.50171
C -1.54234 0.64827 -0.49960
C -1.30696 -0.75237 -0.98971
C -1.92043 -1.79079 -0.41601
C -2.93787 -1.57814 0.57348
C -3.40332 -0.33580 0.84406
C -2.88634 0.81533 0.18405
S -3.77387 2.20696 0.11887
H 3.62706 -0.50014 1.30986
H 3.43774 -0.56254 -0.43837
H 3.35315 1.87525 1.35614
H 3.86808 1.77241 -0.33558
H 1.38634 2.86033 0.10491
H -1.42415 1.38362 -1.30763
H -0.52356 -0.87720 -1.71998
H -1.67340 -2.80303 -0.69599
H -3.36690 -2.44114 1.06059
H -4.24512 -0.19178 1.50482
```

The calculation puts the energy above the lowest of the compared OMol25 structures with the same formula, charge and spin at 0.798 eV. As for the charge: 0. The value obtained for the frontier orbital gap (spin up / spin down) is 7.5 / 7.5 eV. As for the SMILES: O=C1CC[C@H]2O[C@@]12O[C@H]1C=CC=CC1=S.


Record 7
A single C11H10S molecule. Source: the Open Molecules 2025 dataset; level of theory: ωB97M-V/def2-TZVPD.

```
22
Properties=species:S:1:pos:R:3
C -1.84106 -2.05565 -1.28460
C -1.88195 -0.92325 -2.09870
C -1.15637 -2.03984 -0.09555
C -1.36910 0.28981 -1.63217
C -0.76061 -0.81627 0.51001
C -0.83621 0.35386 -0.30881
C 1.18098 1.66470 -0.15533
C -0.23122 -0.69642 1.77969
C 2.02084 1.18312 0.69402
C -0.41929 1.69646 0.16062
C 2.92610 0.47197 1.47175
S 0.45693 -0.71031 3.17900
H -2.14567 -3.05158 -1.68551
H -2.34461 -1.04762 -3.12986
H -0.96858 -2.91991 0.52290
H -1.52157 1.27310 -2.24384
H 1.12241 2.24909 -1.02590
H -0.95148 2.39186 -0.49063
H -0.56921 2.00424 1.23387
H 2.97950 -0.33569 0.80298
H 2.52157 -0.08394 2.37097
H 3.78859 1.10226 1.42510
```

The calculation puts the energy above the lowest of the compared OMol25 structures with the same formula, charge and spin at 5.771 eV. As for the charge: 0. The value obtained for the frontier orbital gap (spin up / spin down) is 6.5 / 6.1 eV.


Record 8
A single C11H11BrF5P molecule. Source: the Open Molecules 2025 dataset; level of theory: ωB97M-V/def2-TZVPD.

```
29
Properties=species:S:1:pos:R:3
C -2.09178 1.68192 -3.27544
C -1.00994 1.34217 -2.25304
Br 0.55353 2.48365 -2.49356
C -0.59555 -0.13553 -2.31295
P -1.63118 -1.12583 -1.13944
C -0.37635 -2.10225 -0.15005
F 0.68860 -2.49093 -0.92220
F -1.00427 -3.24008 0.23884
C 0.15194 -1.38119 1.06736
C -0.10371 -1.86907 2.34786
C 0.40236 -1.20307 3.46094
C 1.17014 -0.05753 3.30309
C 1.43842 0.42829 2.02173
C 2.31379 1.63429 1.86599
F 1.87948 2.66958 2.58144
F 2.41084 2.03922 0.60232
F 3.55561 1.37184 2.28985
C 0.92294 -0.22727 0.91233
H -2.01594 2.71423 -3.59329
H -2.05863 1.02326 -4.13452
H -3.06289 1.58284 -2.79302
H -1.40230 1.54591 -1.26396
H -0.74469 -0.49653 -3.32511
H 0.45625 -0.28330 -2.09254
H -2.06526 -2.15880 -1.99464
H -0.68920 -2.75982 2.49609
H 0.20216 -1.58777 4.44662
H 1.55974 0.44135 4.17809
H 1.14589 0.16041 -0.06879
```

The calculation puts the energy above the lowest of the compared OMol25 structures with the same formula, charge and spin at 0.000 eV. As for the charge: 0. The value obtained for the frontier orbital gap is 10.3 eV. As for the SMILES: C[C@H](Br)CPC(F)(F)c1cccc(C(F)(F)F)c1.


> The lowest charge belongs to which entry?

C11H10F5N2O2TcTe2


> Which value of charge does entry 6 give?

0


> Which of these has the highest charge?

C11H10CrN2O4


> Number 7 is which compound?

C11H10S